Entry 1:
Computed, not measured: a cluster of 2 separate species, C51H63N2 in total at a distorted geometry, with wB97M-V/def2-TZVPD.

Cartesian coordinates (Å):
C  0.80152  2.50365  -0.48156
C  1.22525  3.22662  0.77441
C  2.45211  4.10567  0.49723
C  0.10630  4.17115  1.25548
C  1.49887  2.09237  1.80436
C  2.82637  1.91091  2.20677
C  3.12821  1.03268  3.25467
C  2.10663  0.36489  3.92036
C  0.76174  0.51947  3.55308
C  -0.31795  0.01413  4.57975
C  -1.32259  -0.93465  3.94479
C  -0.95819  1.23280  5.24755
C  0.29640  -0.80689  5.71963
C  0.49646  1.19947  2.31235
N  -0.74297  0.96172  1.59534
C  -1.98538  1.59846  1.99948
C  -3.03445  0.99030  1.12645
N  -2.27939  0.22278  0.11902
C  -3.02693  -0.41448  -0.95790
C  -3.56776  0.38508  -2.01867
C  -3.36505  1.92104  -2.29103
C  -3.21776  2.20531  -3.79811
C  -2.06752  2.44379  -1.71062
C  -4.58639  2.68765  -1.78524
C  -4.39019  -0.22434  -2.96933
C  -4.45698  -1.60121  -3.09261
C  -3.89624  -2.37667  -2.09056
C  -3.35210  -1.81015  -0.92782
C  -3.38695  -2.75498  0.32351
C  -3.21028  -4.22120  -0.07951
C  -4.72657  -2.50975  1.01489
C  -2.29021  -2.50799  1.32399
C  -0.92842  0.18691  0.44819
C  0.13551  -0.48320  -0.19005
C  -0.06634  -1.40804  -1.28212
C  -0.46029  -1.09449  -2.61434
C  -0.79817  -2.12745  -3.48530
C  -0.68674  -3.46890  -3.09751
C  -0.10991  -3.78056  -1.86107
C  0.22802  -2.76574  -0.97489
H  -0.21359  2.15251  -0.34087
H  0.86042  3.11874  -1.38285
H  1.34312  1.57038  -0.64247
H  2.74394  4.64994  1.40471
H  3.32224  3.55745  0.12392
H  2.19862  4.84962  -0.27328
H  0.09795  4.25077  2.35299
H  0.24875  5.17477  0.82399
H  -0.87783  3.83403  0.90446
H  3.63910  2.46001  1.72733
H  4.16053  0.89153  3.57076
H  2.36848  -0.24689  4.79117
H  -0.82068  -1.61834  3.25483
H  -1.78540  -1.55616  4.72283
H  -2.13205  -0.42067  3.43042
H  -0.22263  1.68292  5.92210
H  -1.26119  2.02224  4.55111
H  -1.83166  0.92111  5.83449
H  0.84415  -0.18077  6.42723
H  -0.51502  -1.28555  6.27942
H  0.94771  -1.60501  5.34398
H  -2.16430  1.41701  3.05210
H  -1.93941  2.68590  1.88860
H  -3.70913  0.32258  1.69030
H  -3.67184  1.75025  0.66379
H  -4.13755  2.03220  -4.35983
H  -2.95749  3.26290  -3.93254
H  -2.41368  1.59746  -4.23249
H  -2.08289  2.42583  -0.62081
H  -1.23522  1.84564  -2.10889
H  -1.89428  3.48332  -2.02497
H  -4.82869  2.45746  -0.73693
H  -4.41780  3.77286  -1.86720
H  -5.46430  2.42473  -2.38971
H  -4.93344  0.38375  -3.69421
H  -4.95407  -2.05959  -3.94926
H  -3.92138  -3.45903  -2.21703
H  -2.34941  -4.32906  -0.75115
H  -3.00801  -4.83237  0.80744
H  -4.09646  -4.63355  -0.56306
H  -4.78993  -1.47071  1.36243
H  -5.56377  -2.70390  0.33603
H  -4.82473  -3.15637  1.88776
H  -2.24825  -1.46503  1.61266
H  -2.48031  -3.10511  2.22464
H  -1.30896  -2.78917  0.93400
H  1.03415  -0.62318  0.42617
H  -0.45259  -0.04773  -2.95858
H  -1.16043  -1.89751  -4.49766
H  -1.02792  -4.27498  -3.76571
H  0.08915  -4.81789  -1.57614
H  0.73202  -2.98644  -0.02495
C  3.81554  -0.61179  -1.15815
C  4.34227  0.50569  -1.86654
C  3.73497  1.76653  -1.62173
C  4.17095  2.95388  -2.18368
C  5.37021  2.95134  -2.90939
C  6.03939  1.73753  -3.14521
C  5.51284  0.52446  -2.69481
C  4.50023  -1.87315  -1.12513
C  4.86446  -2.48775  0.10948
C  5.62277  -3.66402  0.13311
C  5.94558  -4.34074  -1.04889
C  5.54881  -3.78420  -2.27692
C  4.91998  -2.53400  -2.31364
H  3.08304  -0.38586  -0.38729
H  2.92876  1.77028  -0.90226
H  3.60232  3.87236  -2.05146
H  5.75728  3.89728  -3.29358
H  6.96806  1.75923  -3.70915
H  6.02671  -0.40601  -2.93035
H  4.59132  -1.97738  1.03928
H  5.95348  -4.10142  1.08566
H  6.46927  -5.30520  -1.02569
H  5.72927  -4.35196  -3.20240
H  4.73678  -2.03414  -3.27541

Summary:
Relative energy (zero: lowest compared OMol25 entry of this formula, charge and spin): 11.48 kcal per mole
Net charge: +1
Frontier orbital gap: 3.42 eV
E: -56880.3633 eV

Atomic partial charges in e from the Löwdin method, atoms 1 to 4: number 1, C, carries -0.08; number 2, C, carries -0.50; number 3, C, carries -0.07; number 4, C, carries -0.02



Entry 2:
Computed, not measured: a cluster of 2 separate species, C3H11NO in total at a distorted geometry, with wB97M-V/def2-TZVPD.

Cartesian coordinates (Å):
C  0.86847  -2.23489  -0.55080
C  0.46852  -0.74497  -0.79455
N  -0.98961  -0.45980  -0.47089
C  -1.40087  0.92475  -0.71634
H  1.67164  -2.60212  -1.15297
H  -0.01256  -2.86927  -0.58939
H  1.29702  -2.33515  0.45269
H  0.48788  -0.67173  -1.87225
H  1.03846  0.02973  -0.30190
H  -1.25990  -0.70778  0.47714
H  -0.51139  1.41562  -1.10512
H  -2.34879  0.88228  -1.25847
H  -1.56101  1.59674  0.18694
O  0.88746  1.93597  2.11544
H  0.45687  2.30572  1.33324
H  0.98538  2.76489  2.60471

Summary:
Relative energy (zero: lowest compared OMol25 entry of this formula, charge and spin): 31.31 kcal per mole
Frontier orbital gap: 9.36 eV
E: -6825.8877 eV

Atomic partial charges in e from the natural (NBO) method, atoms 1 to 4: number 1, C, carries -0.62; number 2, C, carries -0.22; number 3, N, carries -0.65; number 4, C, carries -0.43



Entry 3:
Computed, not measured: an isolated molecule of CH3NOS at a distorted geometry, with wB97M-V/def2-TZVPD.

Cartesian coordinates (Å):
C  1.05463  -0.07867  0.48320
N  0.20918  0.74151  0.02605
O  -1.56080  -1.10627  -0.05701
S  -1.38493  0.33590  -0.00095
H  2.18125  0.27848  0.57084
H  1.01212  -1.20519  0.41381
H  -1.51147  1.03424  -1.43593

Summary:
Relative energy (zero: lowest compared OMol25 entry of this formula, charge and spin): 72.14 kcal per mole
Frontier orbital gap: 9.82 eV
E: -15455.6809 eV

Atomic partial charges in e from the natural (NBO) method, atoms 1 to 4: number 1, C, carries -0.04; number 2, N, carries -0.66; number 3, O, carries -0.95; number 4, S, carries 1.28